(1)
48
Properties=species:S:1:pos:R:3:forces:R:3 method="wB97M-V/def2-TZVPD" total_charge=0 smiles="CCCCN(C)S(=O)(=O)c1ccc(C(=O)Nc2nnc(-c3cccs3)o2)cc1" homo_ha=-0.3058 de_lowest_kj_mol=235.52 lumo_energy_ev=0.09
S -0.494140 1.427410 -1.492824 0.43 0.41 -0.89
S -1.361638 0.977701 1.854677 0.15 -0.33 0.34
O -0.813095 2.152471 2.472731 0.17 -0.21 0.10
O 1.931808 -0.217549 -1.838441 0.17 -0.07 -0.27
O -2.244792 1.167948 0.738485 -0.32 -0.25 0.09
O 3.608485 -3.426205 0.140565 -0.02 -0.13 0.11
N -2.128872 -0.007562 2.973589 0.53 0.54 -0.84
N 3.626008 -0.280214 -3.239063 0.80 -1.34 0.83
N 2.817582 0.729135 -3.618647 -1.33 1.05 -0.04
N 3.585350 -1.880441 -1.493226 0.19 -0.25 0.02
C 1.820750 0.763207 -2.786937 1.06 -0.23 -0.70
C 0.429901 2.726527 -3.534285 0.33 -0.56 0.25
C -3.933716 -2.287994 2.354611 -0.17 0.13 -0.23
C 3.086286 -0.816509 -2.189010 0.03 0.77 -0.82
C 2.318367 -0.447064 0.987562 -0.08 -0.26 -0.04
C 0.703829 -2.073427 0.227200 0.11 0.05 0.06
C -0.756609 3.372443 -3.149148 -0.32 0.04 0.20
C -4.229109 -0.826169 2.025538 0.10 -0.12 0.37
C -1.424422 -0.023632 4.233838 0.29 0.08 0.37
C 2.019947 -1.635577 0.328383 -0.16 -0.02 0.56
C -0.319421 -1.287921 0.728285 0.01 -0.12 -0.05
C -1.353661 2.784236 -2.073601 0.04 -0.15 0.11
C -3.579288 0.126409 3.027061 -0.56 0.11 -0.59
C -4.464875 -3.227113 1.278753 0.11 0.04 0.25
C 3.123904 -2.419471 -0.309216 -0.04 0.11 -0.05
C 0.708808 1.648666 -2.732006 -0.88 0.34 0.44
C 1.292350 0.330859 1.495210 0.00 0.15 0.11
C -0.014736 -0.087499 1.339766 -0.25 0.30 0.28
H -3.869152 1.157733 2.798911 -0.13 -0.06 0.19
H 1.060413 3.023775 -4.351194 0.14 0.05 -0.16
H -5.307547 -0.656478 2.029346 -0.06 0.02 -0.08
H -1.352434 -1.578386 0.629664 -0.16 -0.15 -0.05
H -4.014536 -2.998829 0.315240 0.03 0.00 -0.15
H -2.257166 3.063152 -1.569308 -0.20 0.13 0.07
H 0.487336 -3.007713 -0.268107 -0.05 -0.08 -0.05
H -4.390438 -2.541628 3.314435 0.06 -0.02 0.09
H 1.482280 1.272391 1.986442 0.09 0.10 0.05
H -0.369606 -0.193455 4.023471 0.10 -0.07 0.23
H -1.801412 -0.841325 4.846794 0.02 -0.03 -0.05
H -2.854330 -2.416733 2.457130 0.02 -0.04 0.08
H 4.380139 -2.334051 -1.929654 -0.12 0.01 0.09
H 3.344957 -0.124614 1.080299 0.09 0.06 -0.01
H -3.909753 -0.110629 4.040829 0.13 0.05 -0.01
H -1.152697 4.239215 -3.646595 -0.09 0.14 -0.06
H -1.522923 0.922341 4.776734 0.02 -0.07 0.03
H -4.240337 -4.261762 1.527353 -0.02 -0.12 -0.06
H -3.851559 -0.581506 1.032267 -0.10 -0.01 -0.05
H -5.543343 -3.124239 1.181620 -0.12 -0.03 -0.07


(2)
50
Properties=species:S:1:pos:R:3:forces:R:3 method="wB97M-V/def2-TZVPD" total_charge=0 smiles="CCOc1ccc(NC(=O)CCC(=O)NNS(=O)(=O)c2ccccc2[N+](=O)[O-])cc1" homo_ha=-0.2945 de_lowest_kj_mol=19.79 lumo_energy_ev=-0.63
S -2.207172 0.704036 0.767623 0.31 0.71 -0.10
O -2.077496 2.043306 1.249919 -0.24 -0.04 0.25
O -1.160934 0.164727 -0.058248 -0.19 -0.30 0.01
O 0.605253 -2.493650 1.398929 0.24 -0.08 0.28
O 5.569900 1.663295 1.100484 -0.11 -0.15 0.17
O -4.586625 1.098635 2.351276 -0.07 0.03 0.38
O -3.507941 -1.755904 0.219911 0.07 -0.42 -0.04
O -5.876890 2.669714 1.660508 -0.15 0.22 0.15
N -5.127047 1.742681 1.474711 -0.23 0.14 0.37
N 1.287898 -1.486826 -0.524904 -0.05 0.02 -0.32
N -1.970642 -1.630532 1.856591 0.38 0.07 0.50
N -2.273665 -0.301463 2.110521 -0.10 0.25 -0.56
C -0.621142 -2.947945 -0.616910 -0.05 -0.11 0.26
C -1.774180 -3.436228 0.271519 0.09 0.19 -0.12
C -2.519878 -2.216480 0.762790 -0.47 -0.66 0.01
C 3.965418 0.028979 1.539251 0.20 0.26 -0.22
C -3.532517 0.386118 -1.598188 0.00 -0.02 -0.06
C -5.923176 1.528484 -0.798898 0.12 0.03 0.32
C 4.528371 0.925478 0.628771 -0.18 -0.21 0.08
C -3.698178 0.749195 -0.274895 0.35 0.22 0.51
C 2.912051 0.204832 -0.996344 -0.17 -0.20 0.18
C 6.264231 2.538888 0.236364 0.29 0.14 -0.29
C 2.357158 -0.688582 -0.088773 0.36 0.23 0.09
C -4.561058 0.552573 -2.509352 0.00 0.10 0.12
C 2.897978 -0.769027 1.191752 -0.06 -0.08 0.06
C -4.891981 1.335863 0.117466 -0.04 -0.26 -1.20
C 7.225759 1.805686 -0.695401 -0.31 0.06 0.28
C 0.476185 -2.274604 0.205433 -0.14 -0.20 -0.60
C 3.985166 1.005289 -0.649505 0.24 0.20 0.10
C -5.759733 1.126029 -2.109553 0.10 -0.07 0.02
H 7.772090 2.525177 -1.299177 0.07 0.06 -0.09
H 1.005331 -1.301515 -1.477070 -0.08 -0.13 0.18
H 6.688458 1.126632 -1.352890 0.01 -0.05 -0.09
H -6.561686 1.262841 -2.818111 -0.08 0.01 -0.04
H -1.001971 -2.248800 -1.362124 0.03 -0.04 -0.10
H 2.477803 -1.451752 1.909751 0.00 -0.02 0.02
H -4.424699 0.245585 -3.534873 0.04 -0.03 -0.08
H 4.377871 1.687940 -1.386314 0.07 0.06 -0.04
H 2.498640 0.282779 -1.992325 -0.04 0.01 -0.11
H -2.581506 -0.028820 -1.887390 0.04 -0.06 -0.09
H -3.110242 -0.147448 2.664133 0.08 -0.08 -0.17
H -2.454617 -4.058060 -0.309412 -0.01 0.08 0.10
H -1.372978 -4.001791 1.112134 -0.01 -0.04 -0.04
H -0.175328 -3.802880 -1.132941 0.01 0.08 -0.02
H 5.562547 3.159324 -0.334600 0.03 -0.02 0.11
H 6.828237 3.191201 0.909136 -0.13 -0.02 -0.13
H 4.388517 -0.022405 2.529655 0.04 -0.02 0.12
H -1.015840 -1.902969 2.107460 -0.35 0.14 -0.15
H -6.839727 1.986849 -0.458563 -0.01 0.01 0.01
H 7.933995 1.225535 -0.109309 0.08 -0.04 0.03